# C13H8N3O10SSe4Ta

A molecular structure, C13H8N3O10SSe4Ta (wB97M-V/def2-TZVPD, the Open Molecules 2025 dataset).

Structure (XYZ):
```
40
Properties=species:S:1:pos:R:3:mulliken_charge:R:1
Ta 0.26455 2.67170 -0.89903 1.559
C 2.49799 0.17968 -0.20469 1.136
C 1.32084 -0.60137 1.73258 -0.379
Se -1.71119 4.66949 -1.05697 -0.042
H 4.18436 -0.98964 -0.84979 0.616
Se 1.54959 4.81544 -0.57884 -0.074
H -2.18821 -2.86408 2.01635 0.221
H 2.07359 -2.41498 2.58860 0.639
C -1.13657 -0.86202 -1.24941 -0.337
C 1.45711 0.35865 0.72959 0.964
O 5.02915 -2.97883 0.16877 -0.621
O -0.10290 -1.62494 3.20382 -0.604
N 0.20979 -0.56439 2.69561 1.162
O -2.93457 1.68649 -3.52837 -0.703
H -3.75579 -2.19730 2.10046 0.196
O 0.66501 1.41644 0.59498 -0.891
O 1.32880 1.20111 -1.95910 -0.480
C 2.35959 1.29929 -1.17828 0.367
Se -0.24499 6.29047 -0.23962 -0.133
C -3.29290 0.20250 -1.03039 -0.574
N -2.81595 -2.12489 1.75588 -0.426
C -2.08482 0.05033 -1.70215 -0.290
C -3.54293 -0.53732 0.10482 -0.786
O 3.95574 -3.71519 1.88640 -0.610
O -0.85778 0.39725 -3.97547 -0.645
H -4.47770 -0.41252 0.63728 0.327
O -0.31808 0.50026 2.92331 -0.602
H -0.21424 -0.99217 -1.80129 0.500
C -2.58836 -1.44059 0.59261 0.736
C 3.21653 -1.77681 0.89772 -0.295
N 4.14933 -2.90969 1.00119 1.036
O 2.85804 2.40564 -0.95873 -0.571
C 2.19683 -1.67195 1.81528 -0.471
H -0.65500 -2.32074 0.24024 0.446
C -1.38484 -1.59959 -0.10998 -0.498
H -4.02139 0.91078 -1.40040 0.491
O -0.89010 2.24320 -2.38963 -0.711
S -1.72926 1.07167 -3.07247 1.388
C 3.38468 -0.86149 -0.13516 -0.911
Se -1.75399 3.09010 0.63427 -0.131
```

- DFT total energy (eV) = -312326.6506
- LUMO (eV) = -1.5
- charge = 0

---

# C44H37BrGdN10O3

A molecular structure, C44H37BrGdN10O3 (wB97M-V/def2-TZVPD, the Open Molecules 2025 dataset).

Structure (XYZ):
```
96
Properties=species:S:1:pos:R:3:mulliken_charge:R:1
C 1.91304 -4.35285 3.65253 -0.263
O 1.18922 -4.20778 -1.42653 -0.763
H -1.18290 -0.38372 -3.45209 -0.079
H 1.55114 3.46374 1.47386 0.180
C -3.18600 1.92691 -1.13049 0.535
H -2.40672 -2.22803 -1.06006 0.431
C 2.57597 -4.96779 2.58343 -0.227
H -1.80723 2.82497 0.25102 -0.206
H 3.28212 1.40627 -1.90876 0.444
C 3.44431 -0.40079 0.96695 -0.509
C -1.62211 0.23102 2.59043 0.391
C -0.55508 3.53495 6.00798 -0.398
C -1.00723 1.56744 4.51601 0.471
H -4.83943 -2.71507 -0.32275 0.400
Gd 0.12806 -0.16139 -0.16194 0.277
H 0.27322 4.58457 -2.23660 0.419
H -5.07535 0.65619 -3.54645 0.408
H -2.63900 -1.48825 -3.59518 0.212
C 2.76786 0.67684 -2.50581 -1.294
N 2.09139 -0.62343 -4.12033 0.537
C -2.84758 -1.74659 -0.21340 -0.451
H 0.36096 3.85985 5.45632 0.299
C 4.49833 -0.19392 1.83605 -0.927
H -5.35017 2.40735 -1.57237 0.457
C 1.46586 -2.55136 -5.55611 -0.272
C -0.87947 4.27305 7.16067 -0.337
H 0.84276 3.03946 -3.05403 0.196
C 1.98078 0.48704 2.49626 0.092
C 2.14874 -4.78308 1.28401 -0.760
C -2.00157 0.91280 3.74351 -0.626
N 4.32583 0.24445 3.08659 -0.690
C 1.89377 -1.21766 -5.42132 1.339
C 1.39358 -3.17601 -6.78193 -1.025
C 0.32631 1.45027 4.10187 -1.655
N -4.66977 -1.48065 1.28576 -0.657
H 2.88311 2.77735 0.55190 0.180
H 2.85250 0.81323 4.47881 0.388
N -0.36266 0.42388 2.03632 0.786
H -2.39376 -0.15852 -4.70891 0.457
C -2.90085 2.74721 0.05655 -0.662
H 2.84664 4.50298 0.73543 0.320
H 1.12140 -2.08228 -2.72205 0.248
C -2.96486 0.52856 -2.79625 0.467
H 5.53590 -0.39731 1.57353 0.433
N -2.07769 -0.93058 0.53015 1.133
C 0.86898 -3.47747 -0.46789 -0.014
C -4.45312 1.83811 -1.79367 -1.025
H 2.58312 0.54104 -6.55210 0.249
C 0.57061 2.92253 -0.99368 0.611
O 0.30846 -2.27657 -0.63061 0.015
H 2.15700 -0.57872 -8.78258 0.437
C 0.14241 3.49327 -2.35993 -1.092
C -2.46895 2.17075 6.48463 -0.623
H -3.31500 3.78802 -0.13118 0.411
C 1.58904 -2.45098 -7.94059 0.594
H 3.25630 1.16889 -4.63711 0.361
C -3.87713 -0.76348 2.03619 0.074
C 0.62782 0.72730 2.90121 0.844
N -1.88816 3.93598 7.97366 -0.673
N -2.25581 1.18411 -1.79013 0.373
C 2.20311 3.60917 0.60671 -0.467
H 1.06023 -4.22643 -6.85264 0.385
H -0.02081 -3.31982 4.13836 0.433
C 1.98334 -1.08811 -7.85032 -1.028
H 1.13446 1.82106 4.71434 0.479
C 0.34479 -3.36572 2.05196 0.220
C -2.55572 -0.45559 1.73373 -0.445
C -4.30649 0.99698 -2.85446 -1.238
H -3.02646 0.76872 4.09365 0.074
O 1.53924 3.76008 -0.61150 -0.354
C -4.16018 -2.01826 0.16229 -0.938
N 2.21046 -0.06045 1.27468 1.120
C 2.16698 -0.47554 -6.61546 -0.549
C -2.23000 -0.46045 -3.67288 -0.928
H 3.42194 -5.58104 2.77414 0.472
C 1.12331 -3.88560 1.01028 0.404
H -0.19721 5.04180 7.52109 0.348
C -1.34237 2.41381 5.66325 0.453
H -0.56338 -2.79404 1.85418 0.241
H 2.50043 -5.37047 0.40927 0.376
Br 2.42970 -4.53471 5.48660 -0.207
H -3.42024 2.37802 1.01643 0.111
H 1.28504 -3.17927 -4.68750 0.473
H 3.55332 -0.88031 -0.00864 0.437
H -4.33686 -0.38054 2.97942 0.285
N 1.93090 -0.26616 -1.92276 0.516
N 1.11062 -3.28044 -10.31091 -0.532
C 2.81153 0.55345 -3.83477 -0.235
C 3.06123 0.56022 3.42747 -0.676
H -3.08753 1.31165 6.27514 0.318
C -2.66965 2.94464 7.61201 -0.322
H -3.48203 2.75255 8.29834 0.382
C 0.70460 -3.66198 3.37022 -0.433
H -0.90696 3.16127 -2.64062 0.156
C 1.58913 -1.10392 -2.89307 -0.629
C 1.37261 -3.00069 -9.19686 0.055
```

- DFT total energy (eV) = -158148.3505
- LUMO (spin up / spin down) (eV) = 1.1 / 1.1
- ⟨S²⟩ = 16.576
- 2S+1 = 8
- charge = -1

---

# C3H5NO2

C3H5NO2 in the gas phase (wB97M-V/def2-TZVPD, the Open Molecules 2025 dataset).

Structure (XYZ):
```
11
Properties=species:S:1:pos:R:3:mulliken_charge:R:1
H -1.33451 1.37806 -2.05678 0.260
O -0.27217 -0.42324 0.74372 -0.015
O 1.05927 -1.96635 1.49000 -0.366
H 1.13508 -2.61426 2.20278 0.422
C -0.09868 -1.33717 1.69637 -0.278
C -0.78299 1.52993 -1.12345 -0.664
H -1.44380 1.32402 -0.27559 0.284
N 0.41392 0.70995 -1.16994 -0.403
H -0.47707 2.58042 -1.09778 0.262
C 0.62349 -0.17379 -0.30852 0.073
H 1.50661 -0.80203 -0.32409 0.426
```

- DFT total energy (eV) = -8774.5354
- LUMO (eV) = 0.7
- charge = 0

---

Q: DFT total energy of number 2 (C44H37BrGdN10O3)?
A: -158148.3505 eV

---

Q: Among the records above, which one has the lowest charge?
A: C44H37BrGdN10O3

---

Q: Which of these has the lowest charge?
A: C44H37BrGdN10O3

---

Q: Look up the charge of the third one.
A: 0